[1]
This record from OMol25 describes 2 unconnected molecules or ions with the total composition C12H12BrF13NO2. The level of theory is wB97M-V/def2-TZVPD.

The LUMO energy comes out at -4.73 eV. The value obtained for the HOMO energy is -14.50 eV. Its net charge is +1. For the HOMO-LUMO gap, the calculation gives 0.359 hartree.

```
41
Properties=species:S:1:pos:R:3:forces:R:3
F 7.418 -0.823 -0.697 -0.2 0.0 0.3
C 6.538 -0.757 0.299 0.1 0.1 0.1
F 6.082 0.500 0.380 0.1 -0.2 -0.1
F 7.143 -1.056 1.446 -0.1 0.1 -0.3
C 5.357 -1.781 0.035 -0.1 0.1 0.0
F 5.330 -2.688 1.024 0.0 0.0 0.0
F 5.589 -2.404 -1.126 0.0 0.0 0.0
C 3.953 -1.118 -0.024 0.0 -0.1 0.0
F 3.918 -0.278 -1.071 0.0 0.0 -0.1
F 3.749 -0.429 1.111 0.0 0.1 0.1
C 2.772 -2.130 -0.150 0.0 0.2 0.0
F 3.077 -3.088 -1.035 0.0 -0.1 -0.1
F 2.552 -2.698 1.043 0.0 -0.1 0.1
C 1.416 -1.526 -0.634 -0.1 0.0 0.2
F 1.517 -1.149 -1.914 0.0 0.0 -0.2
F 0.519 -2.553 -0.580 0.0 0.0 0.0
C 0.774 -0.357 0.156 0.1 -0.1 0.0
F 1.498 0.753 -0.058 0.1 0.2 -0.1
F 0.825 -0.641 1.480 0.0 0.0 0.1
C -0.669 -0.111 -0.273 -0.2 0.0 0.0
C -1.674 -0.911 0.562 0.0 0.0 -0.1
N -2.821 -1.388 -0.308 0.1 -0.2 0.1
Br -3.086 -3.265 -0.333 0.0 0.1 0.0
H -0.753 -0.358 -1.335 0.1 0.0 0.1
H -0.857 0.961 -0.180 0.0 -0.1 0.0
H -2.135 -0.291 1.325 0.1 -0.1 0.1
H -1.221 -1.785 1.022 -0.1 0.0 -0.1
H -3.707 -0.952 -0.030 0.0 0.1 -0.1
H -2.692 -1.115 -1.284 -0.1 0.1 0.0
O -4.538 0.592 -1.310 0.0 0.0 0.0
C -4.389 1.561 -0.609 0.1 -0.1 0.1
O -3.701 1.432 0.549 0.1 0.1 0.1
C -3.689 2.691 1.280 -0.1 0.1 0.0
C -3.966 3.746 0.213 0.0 -0.1 -0.1
C -4.843 2.983 -0.785 0.1 0.0 0.1
H -4.471 2.641 2.038 0.0 0.0 0.0
H -2.723 2.792 1.766 0.0 -0.1 0.0
H -4.432 4.638 0.621 0.0 0.0 0.0
H -3.032 4.041 -0.267 0.0 0.0 0.0
H -5.904 3.027 -0.531 0.0 0.0 0.0
H -4.723 3.293 -1.820 -0.1 0.0 0.0
```
Positions in Å, forces in eV/Å.

---

[2]
This record from OMol25 describes C12H12BrNOS in the gas phase. The level of theory is wB97M-V/def2-TZVPD.

The LUMO energy comes out at 0.54 eV. The value obtained for the HOMO energy is -8.67 eV. Its structure (SMILES) is Cc1noc(C)c1CSc1ccc(Br)cc1. For the HOMO-LUMO gap, the calculation gives 0.338 hartree.

```
28
Properties=species:S:1:pos:R:3:forces:R:3
C -3.586 -0.043 -2.076 0.0 0.1 -0.1
C -2.893 0.793 -1.068 0.3 0.3 0.5
N -2.359 1.945 -1.361 -0.4 -0.3 -1.1
O -1.822 2.452 -0.224 0.3 0.1 0.8
C -2.021 1.592 0.789 -0.6 -0.7 -0.2
C -1.522 1.980 2.132 0.1 0.1 -0.3
C -2.709 0.504 0.319 0.2 0.8 0.2
C -3.115 -0.730 1.024 0.3 -0.3 -0.1
S -2.216 -2.197 0.346 0.0 0.0 0.2
C -0.579 -1.519 0.227 -0.3 -0.2 0.0
C 0.080 -1.562 -0.994 -0.1 0.0 0.2
C 1.347 -1.023 -1.116 0.2 0.1 0.0
C 1.942 -0.439 -0.009 0.2 0.1 -0.1
Br 3.679 0.322 -0.171 -0.2 -0.1 0.0
C 1.298 -0.403 1.217 0.1 0.1 0.0
C 0.036 -0.952 1.334 0.1 -0.1 -0.1
H -3.487 0.412 -3.056 -0.1 0.0 -0.1
H -4.643 -0.128 -1.824 -0.1 0.0 0.0
H -3.162 -1.045 -2.089 0.0 0.0 0.0
H -1.894 1.294 2.888 0.0 0.0 0.1
H -0.433 1.974 2.143 0.1 0.0 0.1
H -1.854 2.989 2.367 0.0 0.0 0.1
H -2.928 -0.670 2.095 -0.1 0.0 0.0
H -4.163 -0.969 0.849 0.0 0.0 0.1
H -0.402 -2.014 -1.846 -0.1 0.0 -0.1
H 1.862 -1.046 -2.063 0.1 0.0 -0.1
H 1.784 0.041 2.073 0.1 0.0 0.0
H -0.465 -0.945 2.290 -0.1 0.0 0.1
```
Positions in Å, forces in eV/Å.

---

[3]
This record from OMol25 describes a molecular structure, C12H12Cl3GeN4O2PdS2. The level of theory is wB97M-V/def2-TZVPD.

The LUMO energy (spin up / spin down) comes out at -3.56 / -5.98 eV. The spin multiplicity is 5. The value obtained for the HOMO energy (spin up / spin down) is -10.93 / -11.04 eV. The energy relative to the best compared isomer or geometry (same formula, charge and spin) comes out at 0.562 eV. Its expectation value of S² is 6.01. Its net charge is +1. For the HOMO-LUMO gap (spin up / spin down), the calculation gives 0.271 / 0.186 hartree.

```
37
Properties=species:S:1:pos:R:3:forces:R:3
Pd 0.151 -1.481 -2.356 0.1 -0.3 0.1
N -2.501 1.723 4.880 0.0 -0.1 0.0
C -2.184 1.359 3.605 0.0 0.1 0.1
C -1.824 0.032 3.316 0.0 -0.1 0.0
C -1.475 -0.334 2.038 0.0 0.1 0.1
C -1.478 0.632 1.031 0.0 0.0 -0.1
C -1.825 1.956 1.294 0.0 -0.1 0.1
C -2.178 2.313 2.574 0.0 0.0 -0.1
S -1.051 0.189 -0.572 0.0 -0.1 0.0
O -1.573 -1.167 -0.860 -0.1 0.1 -0.1
O -1.386 1.213 -1.519 0.0 0.0 0.1
N 0.549 -0.195 -0.668 0.0 0.1 -0.2
C 1.515 0.748 -0.549 0.1 0.0 0.0
N 2.770 0.372 -0.896 0.0 0.1 0.0
C 3.770 1.247 -0.734 0.1 -0.1 0.0
C 3.552 2.504 -0.232 -0.1 0.0 0.0
C 2.231 2.808 0.094 0.0 0.0 0.0
N 1.233 1.957 -0.062 0.0 0.0 0.0
H -2.701 1.005 5.554 0.0 0.0 0.0
H -2.952 2.607 5.041 0.0 0.0 0.0
H -1.832 -0.708 4.106 0.0 0.0 0.0
H -1.215 -1.358 1.808 0.0 0.0 0.0
H -1.820 2.681 0.492 0.0 0.0 0.0
H -2.459 3.336 2.791 0.0 0.0 0.0
H 4.761 0.906 -1.017 0.0 0.0 0.0
H 4.354 3.212 -0.100 0.0 0.0 0.0
H 1.968 3.780 0.494 0.0 0.0 0.0
S -0.813 -2.481 -5.141 0.0 0.0 0.0
C -0.947 -3.010 -3.673 -0.1 0.1 0.1
Cl 5.060 -2.594 -2.634 0.0 0.1 0.0
Ge 3.305 -1.636 -1.731 -0.1 0.0 -0.1
Cl 2.258 -0.974 -3.651 0.1 -0.1 0.1
Cl 1.699 -3.217 -1.259 -0.1 0.1 -0.1
C -1.618 -4.151 -3.015 0.0 0.0 0.0
H -2.099 -4.828 -3.720 0.0 0.0 0.0
H -2.358 -3.752 -2.316 0.0 0.0 0.0
H -0.887 -4.695 -2.413 0.0 0.0 0.0
```
Positions in Å, forces in eV/Å.

---

[4]
This record from OMol25 describes a molecular structure, C12H12F5N3O2Pd. The level of theory is wB97M-V/def2-TZVPD.

The LUMO energy comes out at -9.96 eV. The value obtained for the HOMO energy is -17.45 eV. The energy relative to the best compared isomer or geometry (same formula, charge and spin) comes out at 0.000 eV. Its net charge is +2. For the HOMO-LUMO gap, the calculation gives 0.275 hartree.

```
35
Properties=species:S:1:pos:R:3:forces:R:3
Pd -0.385 -0.007 0.282 0.0 0.1 0.0
C -4.276 3.207 1.732 0.0 0.0 0.0
O -3.158 3.005 0.827 0.0 0.0 0.0
C -2.441 1.931 0.854 -0.1 0.0 0.0
O -1.494 1.812 0.057 0.1 -0.1 0.0
N -2.741 0.944 1.736 0.0 0.0 0.0
N -1.904 -0.190 1.795 0.1 0.0 -0.1
H -4.677 4.178 1.467 0.0 0.0 0.0
H -3.922 3.228 2.762 0.0 0.0 0.0
H -5.032 2.440 1.567 0.0 0.0 0.0
H -3.448 1.042 2.449 0.0 0.0 0.0
H -2.456 -1.031 1.637 0.0 0.0 0.0
H -1.484 -0.256 2.721 0.0 0.0 0.0
F 0.134 -2.660 -0.095 0.0 0.0 0.0
C 0.554 -1.683 0.729 -0.1 -0.1 0.0
F 1.866 -1.463 0.507 0.1 0.1 0.0
C 0.413 -2.173 2.193 0.0 0.0 0.0
F 1.271 -3.127 2.458 0.0 0.0 0.0
F -0.834 -2.623 2.391 0.0 0.0 0.0
F 0.621 -1.140 3.026 0.0 0.0 0.0
C -0.102 0.772 -2.052 0.0 -0.1 0.1
C 1.101 0.120 -1.904 -0.2 0.0 0.1
C 2.278 0.860 -1.507 0.0 0.0 0.1
C 3.509 0.291 -1.611 0.0 0.0 0.0
C 3.612 -1.025 -2.117 0.0 0.0 0.0
C 2.487 -1.782 -2.512 0.0 0.0 0.0
C 1.248 -1.232 -2.394 0.0 0.0 -0.1
C 4.906 -1.611 -2.238 0.0 0.0 0.0
N 5.951 -2.083 -2.328 0.0 0.0 0.0
H -0.969 0.270 -2.469 0.0 0.0 -0.1
H -0.192 1.836 -1.863 0.0 0.0 0.0
H 2.166 1.880 -1.159 0.0 0.0 0.0
H 4.406 0.828 -1.335 0.0 0.0 0.0
H 2.627 -2.780 -2.903 0.0 0.0 0.0
H 0.367 -1.781 -2.702 0.0 0.0 0.0
```
Positions in Å, forces in eV/Å.

---

[5]
This record from OMol25 describes a molecular structure, C12H12F6N4OSW. The level of theory is wB97M-V/def2-TZVPD.

The LUMO energy comes out at -8.90 eV. The value obtained for the HOMO energy is -15.96 eV. The energy relative to the best compared isomer or geometry (same formula, charge and spin) comes out at 0.000 eV. Its net charge is +2. For the HOMO-LUMO gap, the calculation gives 0.260 hartree.

```
37
Properties=species:S:1:pos:R:3:forces:R:3
W 0.766 0.400 -0.972 0.3 -0.4 0.2
C -3.614 1.013 -1.277 0.0 0.0 0.0
C -2.254 0.441 -1.194 0.1 0.2 0.0
N -1.165 1.119 -1.207 -0.3 0.2 0.1
N -0.979 2.495 -1.269 -0.1 -0.3 -0.1
C 0.333 2.480 -1.287 0.2 0.2 0.2
N 1.103 3.550 -1.340 -0.1 0.0 0.0
S 1.687 0.141 -2.789 0.2 0.0 -0.4
C -1.942 -0.996 -1.121 0.0 -0.2 0.0
C -2.873 -2.008 -1.117 0.1 0.1 0.0
C -2.428 -3.329 -1.075 0.0 0.0 0.0
C -1.070 -3.594 -1.049 0.0 0.0 0.0
C -0.180 -2.535 -1.060 0.0 0.0 0.0
N -0.603 -1.263 -1.086 -0.1 0.0 0.1
H -3.573 2.098 -1.229 0.0 0.0 0.0
H -4.234 0.635 -0.462 0.0 0.0 0.0
H -4.082 0.715 -2.219 0.0 0.0 0.0
H 0.676 4.467 -1.401 0.0 0.0 0.0
H 2.104 3.490 -1.413 0.0 0.0 0.0
H -3.928 -1.777 -1.150 0.0 0.0 0.0
H -3.145 -4.139 -1.073 0.0 0.0 0.0
H -0.690 -4.605 -1.028 0.0 0.0 0.0
H 0.890 -2.700 -1.052 0.0 0.0 0.0
C 3.147 1.301 2.368 0.0 0.0 0.0
C 2.141 0.373 1.725 0.0 0.0 0.0
O 2.109 0.540 0.303 -0.3 -0.1 -0.2
C 0.705 0.684 2.188 -0.1 0.0 0.0
F 0.364 1.920 1.806 0.0 -0.1 0.0
F -0.148 -0.155 1.474 0.0 0.2 -0.1
F 0.470 0.531 3.458 0.0 0.0 0.0
C 2.496 -1.126 1.954 -0.1 0.0 0.0
F 1.829 -1.897 1.054 0.0 0.0 0.1
F 3.785 -1.336 1.780 0.0 0.0 -0.1
F 2.138 -1.514 3.166 0.0 0.0 0.0
H 2.906 2.334 2.123 0.0 0.0 0.0
H 4.150 1.068 2.020 0.0 0.0 0.0
H 3.112 1.180 3.451 0.0 0.0 0.0
```
Positions in Å, forces in eV/Å.

---

[6]
This record from OMol25 describes C12H12N2O2S in the gas phase. The level of theory is wB97M-V/def2-TZVPD.

The LUMO energy comes out at -0.73 eV. The value obtained for the HOMO energy is -8.47 eV. The energy relative to the best compared isomer or geometry (same formula, charge and spin) comes out at 3.653 eV. Its structure (SMILES) is Cc1ccccc1NCc1ccc([N+](=O)[O-])s1. For the HOMO-LUMO gap, the calculation gives 0.284 hartree.

```
29
Properties=species:S:1:pos:R:3:forces:R:3
C -0.423 1.965 -0.889 0.1 0.0 0.0
C 1.068 1.795 -0.874 0.0 -0.1 0.0
C 1.875 2.788 -1.411 0.1 -0.1 0.0
C 3.255 2.715 -1.355 0.1 0.1 0.0
C 3.855 1.635 -0.731 0.0 0.0 0.0
C 3.070 0.626 -0.208 0.0 0.0 0.0
C 1.680 0.680 -0.288 0.3 0.2 -0.1
N 0.913 -0.341 0.295 0.0 -0.1 0.4
C 0.040 -1.144 -0.549 0.1 -0.2 0.0
C -1.180 -1.554 0.213 -0.3 -0.1 0.1
C -2.486 -1.250 -0.073 0.5 0.0 -0.1
C -3.391 -1.770 0.860 0.0 -0.5 0.8
C -2.746 -2.463 1.853 0.8 0.7 -1.2
N -3.306 -3.123 2.959 -0.5 -0.2 0.5
O -4.515 -3.094 3.078 -0.2 0.0 0.1
O -2.535 -3.678 3.719 0.1 -0.2 0.2
S -1.029 -2.488 1.653 -0.5 0.2 -0.3
H -0.674 3.020 -0.799 -0.1 0.0 0.0
H -0.855 1.605 -1.824 -0.1 0.0 0.0
H -0.877 1.425 -0.062 -0.1 0.0 0.1
H 1.405 3.648 -1.868 -0.1 0.1 0.0
H 3.857 3.504 -1.779 0.1 0.1 0.0
H 4.930 1.573 -0.659 0.1 0.0 0.0
H 3.536 -0.221 0.278 0.0 -0.1 0.0
H 1.477 -0.928 0.899 0.0 0.1 -0.1
H -0.259 -0.557 -1.417 0.0 -0.1 0.1
H 0.556 -2.046 -0.917 -0.1 0.2 -0.1
H -2.781 -0.672 -0.931 0.0 0.1 -0.2
H -4.459 -1.651 0.826 -0.2 0.0 0.0
```
Positions in Å, forces in eV/Å.

---

[7]
This record from OMol25 describes C12H12N2O3S in the gas phase. The level of theory is wB97M-V/def2-TZVPD.

The LUMO energy comes out at 0.43 eV. The value obtained for the HOMO energy is -8.12 eV. The energy relative to the best compared isomer or geometry (same formula, charge and spin) comes out at 4.553 eV. Its structure (SMILES) is C=CCN1C(=S)Nc2ccccc2[C@H]1C(=O)OO. For the HOMO-LUMO gap, the calculation gives 0.314 hartree.

```
30
Properties=species:S:1:pos:R:3:forces:R:3
C 0.182 0.764 -3.747 -1.7 1.0 2.5
C -0.386 1.116 -2.520 1.2 -1.3 -3.3
C 0.265 2.060 -1.550 -0.5 -0.6 0.2
N 0.206 1.550 -0.153 -0.4 0.8 2.3
C -0.506 2.223 0.871 1.0 1.0 -0.7
S -1.274 3.689 0.756 -0.5 0.2 -1.2
N -0.396 1.840 2.194 0.4 -1.5 -2.0
C 0.627 1.022 2.581 1.3 -1.2 0.9
C 1.027 0.995 3.931 0.0 0.2 -0.4
C 2.095 0.245 4.351 0.5 -0.9 -0.8
C 2.784 -0.569 3.440 -0.7 0.3 -0.9
C 2.392 -0.598 2.091 -0.5 0.8 0.5
C 1.335 0.241 1.645 0.2 -0.1 1.0
C 0.934 0.301 0.191 -1.3 0.8 -0.3
C 0.070 -0.923 -0.144 1.0 -2.0 -0.9
O 0.648 -1.965 -0.443 -2.0 1.4 0.6
O -1.304 -0.747 -0.058 1.7 -1.2 -0.1
O -2.066 -1.937 -0.374 -0.7 0.8 0.0
H 1.135 1.120 -4.105 0.3 0.2 0.4
H -0.360 0.215 -4.516 -0.1 -0.1 0.5
H -1.371 0.700 -2.289 0.3 0.3 0.1
H -0.271 3.006 -1.600 0.0 0.0 0.4
H 1.283 2.254 -1.893 0.2 -0.1 0.4
H -0.978 2.334 2.842 0.0 0.3 0.1
H 0.546 1.624 4.654 -0.4 0.3 0.1
H 2.406 0.239 5.381 0.0 0.2 0.2
H 3.616 -1.166 3.757 0.2 -0.2 0.1
H 2.899 -1.256 1.380 -0.2 0.3 0.2
H 1.859 0.237 -0.399 -0.5 -0.1 -0.2
H -1.519 -2.739 -0.399 1.1 0.5 0.2
```
Positions in Å, forces in eV/Å.

---

[8]
This record from OMol25 describes 2 unconnected molecules or ions with the total composition C12H12NP. The level of theory is wB97M-V/def2-TZVPD.

The LUMO energy (spin up / spin down) comes out at -0.59 / -0.67 eV. The value obtained for the HOMO energy (spin up / spin down) is -8.59 / -8.50 eV. The energy relative to the best compared isomer or geometry (same formula, charge and spin) comes out at 5.167 eV. For the HOMO-LUMO gap (spin up / spin down), the calculation gives 0.294 / 0.288 hartree.

```
26
Properties=species:S:1:pos:R:3:forces:R:3
C -1.876 2.414 -2.959 0.6 -2.9 3.1
C -3.069 1.813 -2.551 -0.8 0.5 -1.0
C -0.698 2.063 -2.348 -3.5 -0.5 0.4
C -3.123 0.868 -1.549 0.6 1.8 -1.2
C -0.771 1.147 -1.284 2.3 0.2 0.4
C -1.970 0.552 -0.887 1.9 -1.6 1.5
C -0.216 -0.808 0.647 -2.8 -0.3 0.2
C 0.765 0.036 0.187 -0.9 0.0 -1.2
C 0.484 -2.324 4.579 2.1 1.3 1.5
C 0.092 -2.817 3.468 1.5 1.6 -0.1
C 3.142 -0.854 -0.370 0.0 2.7 -1.6
C 2.149 -0.101 0.576 2.8 -2.9 0.4
N 0.468 0.955 -0.703 0.3 -0.2 -0.1
P -1.907 -0.764 0.405 1.0 0.5 -0.5
H -1.942 3.108 -3.672 0.1 2.6 -2.8
H -3.880 2.197 -3.189 -0.4 -0.8 0.9
H 0.153 2.526 -2.648 2.7 0.9 -0.4
H -3.967 0.444 -1.161 -2.5 -1.0 0.4
H 0.047 -2.704 5.543 0.6 0.7 -0.7
H 1.410 -1.566 4.573 -2.2 -1.6 0.4
H -0.542 -3.441 2.996 -2.0 -1.9 -1.3
H 3.386 -0.133 -1.248 -0.9 -1.8 0.7
H 2.770 -1.828 -0.568 -0.4 -0.7 -1.0
H 4.140 -1.002 0.012 0.1 0.1 1.0
H 2.532 0.828 0.657 1.2 3.3 0.4
H 2.422 -0.609 1.495 -1.3 0.1 0.7
```
Positions in Å, forces in eV/Å.